{"formula": "C19H22BrCaN2O7", "method": "ωB97M-V/def2-TZVPD", "total_charge": 1, "mol_weight_g_mol": 510.4, "e_lumo_ev": -8.128, "energy_ha": -4624.52832, "elements": ["Ca", "Br", "C", "O", "N", "N", "H", "H", "H", "H", "C", "C", "C", "C", "C", "C", "O", "O", "H", "H", "H", "H", "H", "H", "C", "C", "C", "C", "C", "C", "O", "O", "H", "H", "H", "H", "H", "H", "C", "C", "C", "C", "C", "C", "O", "O", "H", "H", "H", "H", "H", "H"], "coordinates": [[-2.040949, 8.414706, -1.636352], [-0.785639, 3.517386, -2.049082], [-0.976599, 2.145116, -9.655782], [-0.666039, 1.812456, -10.783802], [-0.757099, 1.533836, -8.579372], [-1.456799, 3.298306, -9.476112], [-0.269639, 0.650476, -8.625902], [-1.175949, 2.054596, -7.822102], [-1.957879, 3.581696, -8.646232], [-1.613109, 3.708126, -10.385902], [4.935961, -3.240664, -4.095322], [4.665871, -4.618704, -4.128602], [3.686861, -5.195054, -3.329322], [3.164161, -4.391134, -2.339382], [3.285151, -2.953194, -2.335802], [4.274541, -2.438864, -3.174482], [4.613461, -1.107674, -3.003922], [3.276721, -6.459224, -3.553022], [5.611141, -2.761914, -4.789092], [5.154201, -5.137384, -4.940332], [2.484041, -4.882304, -1.659232], [2.749071, -2.286584, -1.676522], [3.878471, -0.869344, -2.434192], [3.457971, -6.658774, -4.474392], [3.279021, 1.480186, 6.939408], [2.911081, 2.322016, 5.963498], [3.844301, 3.192336, 5.380828], [5.189201, 3.207516, 5.838018], [5.531171, 2.228756, 6.866508], [4.544251, 1.425546, 7.389978], [4.862061, 0.589516, 8.333118], [3.435831, 4.060656, 4.432278], [2.559041, 0.741036, 7.258288], [1.882821, 2.203986, 5.655008], [5.755821, 4.099336, 5.614418], [6.549451, 2.169156, 7.221418], [4.151301, -0.054924, 8.366768], [2.604961, 3.672006, 4.149088], [-6.511389, 0.328286, 2.032928], [-7.497399, 0.507726, 3.060548], [-8.312529, -0.563964, 3.319408], [-8.043549, -1.813584, 2.744928], [-7.018039, -2.030624, 1.789268], [-6.225219, -0.915044, 1.507538], [-5.311509, -1.048554, 0.500408], [-9.314099, -0.316294, 4.331228], [-5.922559, 1.135806, 1.623558], [-7.541449, 1.433156, 3.615558], [-8.420239, -2.795884, 2.989058], [-6.773409, -2.985744, 1.348488], [-4.785969, -0.264774, 0.324058], [-8.960869, 0.276486, 4.998638]], "atomic_forces_ev_per_a": [[0.271, -0.959, -0.075], [-0.272, 0.982, 0.078], [1.894, -1.637, -4.886], [0.525, -1.287, -1.295], [0.786, -3.365, 4.663], [-3.170, 6.733, -0.155], [-0.367, 0.159, 0.772], [0.842, -1.501, 0.917], [0.007, 0.196, -0.496], [-0.514, 0.685, 0.484], [-0.388, -0.450, 0.584], [0.132, 1.531, -1.063], [1.377, 1.490, -0.387], [-1.759, 1.428, 0.390], [1.530, -2.843, -0.700], [-0.113, 0.093, 0.382], [-0.583, -0.617, -0.500], [-0.369, -0.696, 0.513], [0.231, -0.188, 0.032], [-0.014, -0.523, 0.047], [-0.297, 0.157, 0.130], [-0.105, -0.303, 0.357], [0.269, 1.133, 0.230], [0.085, -0.209, -0.017], [-1.390, -1.018, -0.065], [0.025, 0.803, -1.399], [1.244, -0.599, 1.533], [-2.001, -1.439, 1.764], [-0.251, 2.486, -2.011], [1.651, 1.514, -1.219], [0.851, -2.369, 2.276], [-0.258, 0.367, -0.668], [-0.158, -0.023, 0.416], [-0.147, 0.567, -0.497], [0.621, -0.438, -0.363], [-0.034, -0.009, 0.173], [0.101, -0.319, 0.504], [-0.262, 0.471, -0.450], [-0.488, 0.157, 1.407], [1.812, -0.525, -2.353], [-0.629, 0.482, 2.261], [0.969, -1.335, -1.013], [-0.221, 2.063, 1.495], [-0.730, 0.176, -1.325], [0.357, -0.668, -0.207], [0.626, -1.533, -1.462], [0.053, 0.402, 0.377], [-0.352, 0.133, -0.200], [-1.206, 0.496, 0.689], [-0.247, -0.076, 0.138], [-0.162, 0.198, 0.323], [0.224, 0.027, -0.132]]}